Entry 1:
A structure of composition C6H14F2N. Source: OMol25; level of theory: ωB97M-V/def2-TZVPD.

```
23
C6H14F2N ωB97M-V/def2-TZVPD
F -0.443 -2.368 1.223
F -0.416 -0.634 2.433
N 0.708 0.240 -0.441
C -2.549 -1.567 1.612
C 0.616 0.763 -1.813
C 1.021 1.323 0.517
C -0.743 -0.218 -0.232
C -1.094 -1.250 1.463
C 1.734 -0.835 -0.440
H -1.212 -0.834 -0.938
H 2.646 -0.234 -0.462
H 0.859 0.962 1.513
H -3.249 -0.791 1.531
H 0.458 0.020 -2.413
H 1.654 -1.469 -1.355
H -2.932 -2.364 0.951
H 2.023 1.611 0.323
H 1.778 -1.480 0.386
H -2.737 -1.939 2.725
H -0.235 1.382 -1.938
H -1.439 0.518 -0.114
H 0.322 2.047 0.437
H 1.367 1.404 -2.072
```

## Properties
E = -491.14465 a.u.
ΔE to the lowest compared entry with this formula, charge and spin = 0.000 eV
Kohn-Sham gap = 11.613 eV
Charge = +1

Löwdin atomic charge list, values in e, 2 entries: 0.10 0.10

=====

Entry 2:
A cluster of 7 separate species, C4H23NO7S in total. Source: OMol25; level of theory: ωB97M-V/def2-TZVPD.

```
36
C4H23NO7S ωB97M-V/def2-TZVPD
S -3.192 -0.883 0.467
O 0.582 1.795 -3.838
O 1.720 -0.341 -2.983
O 1.952 -2.494 -1.665
O 0.244 3.605 -1.201
O -0.792 -2.921 -1.547
O -0.601 0.657 -1.473
O 2.110 -0.916 2.336
N 0.514 1.280 1.314
C 0.844 -0.619 2.875
C -2.467 0.442 1.381
C -1.415 0.134 2.389
C -0.041 -0.071 1.720
H -1.675 -0.800 2.960
H 0.166 1.984 1.936
H -1.299 0.953 3.154
H -0.512 -2.002 -1.477
H 1.164 1.037 -3.646
H 0.599 -1.616 3.351
H -3.193 1.141 1.836
H 1.157 -0.809 -2.343
H 2.558 -3.026 -1.140
H -0.069 0.789 -0.666
H 2.726 -0.211 2.135
H -0.498 3.274 -1.729
H 0.737 0.087 3.691
H -3.974 -1.457 1.508
H -1.463 -3.203 -0.930
H 1.529 1.267 1.359
H 1.007 2.560 -3.425
H 1.368 -3.199 -2.005
H 2.314 -1.059 -3.245
H 0.046 3.159 -0.370
H -0.101 -0.709 0.788
H -0.076 1.087 -2.151
H -1.971 1.086 0.635
```

## Properties
E = -1145.78901 a.u.
ΔE to the lowest compared entry with this formula, charge and spin = 0.104 eV
Kohn-Sham gap = 9.630 eV
Charge = 0

Löwdin atomic charge list, values in e, 2 entries: 0.73 -0.08

=====

Entry 3:
A structure of composition C24H28CdCl6N3OS. Source: OMol25; level of theory: ωB97M-V/def2-TZVPD.

```
64
C24H28CdCl6N3OS ωB97M-V/def2-TZVPD
Cd 3.526 1.245 0.136
Cl 6.779 0.766 5.805
Cl 3.679 1.107 5.772
Cl 6.723 0.517 0.388
Cl 8.353 0.485 3.144
Cl -1.882 -2.430 -6.627
Cl 2.218 1.258 2.941
S 3.841 3.958 0.643
O -2.752 -0.585 -1.314
N -0.693 1.365 -0.976
N 1.425 0.818 -0.626
N -0.628 0.468 -0.003
C -0.878 -2.721 -0.707
C -0.404 -1.782 -2.988
C -2.365 -3.354 -4.138
C 6.644 0.593 3.120
C -4.127 -0.892 0.693
C 2.329 4.735 -0.005
C -1.615 -2.493 -4.923
C 3.892 0.916 3.082
C -4.677 0.536 0.524
C -2.092 -2.399 0.178
C 0.542 1.559 -1.346
C 5.097 4.567 -0.527
C -1.144 -2.635 -2.183
C -5.116 -1.834 -0.013
C -2.693 -0.981 0.034
C 5.943 0.594 1.915
C 4.566 0.735 1.888
C -0.637 -1.700 -4.347
C 0.645 0.135 0.211
C 5.935 0.731 4.320
C -4.092 -1.261 2.181
C 4.544 0.893 4.310
C -2.122 -3.424 -2.779
C -1.793 0.077 0.737
H -0.063 -1.029 -4.964
H -0.034 -2.078 -0.464
H 0.378 -1.174 -2.553
H -2.694 -4.117 -2.181
H -4.361 0.949 -0.430
H 2.265 5.762 0.346
H -4.845 -2.882 0.086
H 4.704 4.544 -1.541
H -3.792 -2.298 2.327
H -4.358 1.192 1.330
H 0.979 -0.583 0.939
H -3.418 -0.617 2.744
H -3.125 -3.969 -4.589
H -2.379 0.989 0.855
H 5.953 3.900 -0.439
H -5.090 -1.143 2.600
H -3.332 -1.187 -1.794
H -1.466 -0.291 1.708
H -0.581 -3.745 -0.464
H 1.495 4.155 0.382
H -6.095 -1.711 0.445
H -5.216 -1.585 -1.068
H 2.334 4.710 -1.090
H -2.868 -3.124 -0.061
H 5.385 5.582 -0.259
H 0.823 2.221 -2.139
H -1.812 -2.559 1.219
H -5.763 0.516 0.539
```

## Properties
E = -4497.70423 a.u.
ΔE to the lowest compared entry with this formula, charge and spin = 0.453 eV
Kohn-Sham gap = 7.169 eV
Charge = +1

Löwdin atomic charge list, values in e, 2 entries: 1.29 0.73

=====

Entry 4:
A structure of composition C39H41ClN4O6PSSiTi. Source: OMol25; level of theory: ωB97M-V/def2-TZVPD.

```
95
C39H41ClN4O6PSSiTi ωB97M-V/def2-TZVPD
Ti 0.539 0.064 -0.941
Cl -0.500 -1.368 1.676
S 0.357 2.427 -0.138
P -2.370 1.221 2.045
Si 1.804 -3.025 -0.633
O -0.954 2.894 0.304
O 1.412 3.378 0.027
O -1.144 -0.347 -0.969
O 1.168 -1.534 -0.812
O 0.653 1.127 0.611
O 0.272 1.924 -1.546
N 2.690 0.671 -1.049
N 7.464 7.851 -2.896
N 4.214 2.253 -0.997
N 0.499 -0.265 -3.140
C -1.843 -1.399 -1.561
C 4.867 5.771 -1.849
C -1.871 0.339 -3.445
C 4.917 3.429 -1.362
C 0.100 3.334 4.552
C 1.140 0.602 -5.704
C 6.278 3.375 -1.630
C 0.255 2.457 5.614
C -2.943 -0.418 2.598
C -1.237 1.710 3.382
C 6.940 4.526 -2.016
C -0.457 0.228 -3.942
C -4.108 3.156 3.039
C -0.160 0.655 -5.235
C 3.535 0.439 0.009
C -2.486 -0.963 -2.900
C -2.506 -2.794 2.839
C 3.120 1.780 -1.616
C 3.276 -3.170 -1.833
C 4.491 1.406 0.046
C 0.477 -4.315 -1.077
C -5.898 2.835 0.936
C 2.111 0.037 -4.890
C -4.759 2.053 0.993
C 1.740 -0.390 -3.630
C -1.078 0.828 4.453
C 4.207 4.619 -1.462
C -3.735 -2.952 3.458
C -6.140 3.781 1.923
C -0.332 1.204 5.557
C -4.183 -0.617 3.199
C -4.573 -1.870 3.632
C -3.871 2.207 2.054
C 2.370 -3.245 1.178
C 6.234 5.724 -2.126
C -2.105 -1.539 2.405
C -0.639 2.969 3.440
C -5.245 3.944 2.969
C 6.918 6.904 -2.545
H -6.592 2.726 0.115
H 0.820 2.753 6.486
H 2.940 -3.195 -2.869
H -1.145 -2.229 -1.725
H 1.389 0.976 -6.686
H 6.812 2.437 -1.551
H -5.426 4.700 3.720
H 0.864 -5.324 -0.956
H -4.027 -3.930 3.813
H -2.628 -1.740 -0.872
H -1.882 1.088 -2.646
H 4.337 6.709 -1.930
H 5.309 1.579 0.719
H -5.526 -2.007 4.122
H 3.961 -2.328 -1.727
H -0.225 0.512 6.379
H -1.530 -0.151 4.444
H -4.838 0.232 3.344
H 0.153 -4.208 -2.113
H -3.398 3.282 3.845
H 3.841 -4.082 -1.655
H -1.848 -3.641 2.709
H 3.134 -0.065 -5.218
H -2.500 0.697 -4.261
H -0.750 3.659 2.622
H 2.689 2.240 -2.489
H 2.492 -2.285 1.681
H -0.947 1.043 -5.866
H 7.998 4.500 -2.232
H 3.320 -3.774 1.239
H -0.406 -4.221 -0.445
H -2.094 0.877 0.754
H -3.552 -0.778 -2.755
H 0.541 4.320 4.589
H 1.647 -3.820 1.754
H -7.019 4.406 1.866
H 3.156 4.622 -1.206
H 3.406 -0.418 0.646
H -2.389 -1.772 -3.627
H 2.447 -0.874 -2.971
H -4.548 1.327 0.215
```

## Properties
E = -4519.98106 a.u.
ΔE to the lowest compared entry with this formula, charge and spin = 1.624 eV
Kohn-Sham gap = 9.144 eV
Charge = +1

Löwdin atomic charge list, values in e, 2 entries: 0.91 0.84

=====

Entry 5:
A cluster of 2 separate species, C4H4N2O in total. Source: OMol25; level of theory: ωB97M-V/def2-TZVPD.

```
11
C4H4N2O ωB97M-V/def2-TZVPD
O 2.241 -1.196 0.786
N 0.090 -1.583 -0.150
N -1.486 -0.067 0.658
C 0.346 1.810 -0.043
C 1.342 1.311 -0.497
C 1.156 -1.294 0.367
C -1.164 -0.991 -0.146
H -1.816 -1.418 -0.910
H -0.532 2.260 0.361
H 2.254 0.915 -0.878
H -2.430 0.254 0.451
```

## Properties
E = -339.47690 a.u.
ΔE to the lowest compared entry with this formula, charge and spin = 2.851 eV
Kohn-Sham gap = 11.002 eV
Charge = 0

Löwdin atomic charge list, values in e, 2 entries: 0.17 0.14

=====

Please write out number 3 again, unchanged.
A structure of composition C24H28CdCl6N3OS. Source: OMol25; level of theory: ωB97M-V/def2-TZVPD.

```
64
C24H28CdCl6N3OS ωB97M-V/def2-TZVPD
Cd 3.526 1.245 0.136
Cl 6.779 0.766 5.805
Cl 3.679 1.107 5.772
Cl 6.723 0.517 0.388
Cl 8.353 0.485 3.144
Cl -1.882 -2.430 -6.627
Cl 2.218 1.258 2.941
S 3.841 3.958 0.643
O -2.752 -0.585 -1.314
N -0.693 1.365 -0.976
N 1.425 0.818 -0.626
N -0.628 0.468 -0.003
C -0.878 -2.721 -0.707
C -0.404 -1.782 -2.988
C -2.365 -3.354 -4.138
C 6.644 0.593 3.120
C -4.127 -0.892 0.693
C 2.329 4.735 -0.005
C -1.615 -2.493 -4.923
C 3.892 0.916 3.082
C -4.677 0.536 0.524
C -2.092 -2.399 0.178
C 0.542 1.559 -1.346
C 5.097 4.567 -0.527
C -1.144 -2.635 -2.183
C -5.116 -1.834 -0.013
C -2.693 -0.981 0.034
C 5.943 0.594 1.915
C 4.566 0.735 1.888
C -0.637 -1.700 -4.347
C 0.645 0.135 0.211
C 5.935 0.731 4.320
C -4.092 -1.261 2.181
C 4.544 0.893 4.310
C -2.122 -3.424 -2.779
C -1.793 0.077 0.737
H -0.063 -1.029 -4.964
H -0.034 -2.078 -0.464
H 0.378 -1.174 -2.553
H -2.694 -4.117 -2.181
H -4.361 0.949 -0.430
H 2.265 5.762 0.346
H -4.845 -2.882 0.086
H 4.704 4.544 -1.541
H -3.792 -2.298 2.327
H -4.358 1.192 1.330
H 0.979 -0.583 0.939
H -3.418 -0.617 2.744
H -3.125 -3.969 -4.589
H -2.379 0.989 0.855
H 5.953 3.900 -0.439
H -5.090 -1.143 2.600
H -3.332 -1.187 -1.794
H -1.466 -0.291 1.708
H -0.581 -3.745 -0.464
H 1.495 4.155 0.382
H -6.095 -1.711 0.445
H -5.216 -1.585 -1.068
H 2.334 4.710 -1.090
H -2.868 -3.124 -0.061
H 5.385 5.582 -0.259
H 0.823 2.221 -2.139
H -1.812 -2.559 1.219
H -5.763 0.516 0.539
```

## Properties
E = -4497.70423 a.u.
ΔE to the lowest compared entry with this formula, charge and spin = 0.453 eV
Kohn-Sham gap = 7.169 eV
Charge = +1

Löwdin atomic charge list, values in e, 2 entries: 1.29 0.73

=====

charge of number 4 (C39H41ClN4O6PSSiTi)? +1